# 1
# C6H5O6Ti

A molecular structure, C6H5O6Ti (ωB97M-V/def2-TZVPD, the OMol25 dataset).

HOMO-LUMO gap (spin up / spin down)   7.5 / 7.5 eV
E   -41665.2788 eV
HOMO level (spin up / spin down)   -24.09 / -24.09 eV
Net charge   +3

Last column: natural (NBO) charge in e.
Element x y z (Å)
O -1.34273 -2.97971 -1.07132  -0.19
C -0.79484 -2.02233 -0.74055  0.54
Ti 0.23825 -0.05971 -0.29855  0.55
O 2.84785 -1.66817 0.85652  -0.16
C 1.90393 -1.14079 0.43772  0.57
C 1.46953 1.62108 -0.54295  0.55
O 2.14929 2.51998 -0.81494  -0.18
C -0.61443 1.10479 -1.96106  0.48
O -0.91818 1.85587 -2.81765  -0.13
C 0.99178 -0.46604 -2.30958  0.55
O 1.36531 -0.67923 -3.38335  -0.17
H -1.30697 0.23903 -1.35418  0.24
C -0.92618 0.01650 2.61979  -0.28
O -0.86322 0.61855 1.31518  -0.68
H 0.02427 0.21238 3.12910  0.24
H -1.05628 -1.06139 2.47833  0.22
H -1.77075 0.45230 3.16028  0.28
H -1.39662 1.43690 1.29722  0.58

=====

# 2
# C4H8O2

A single C4H8O2 molecule (ωB97M-V/def2-TZVPD, the OMol25 dataset).

HOMO-LUMO gap   10.8 eV
E   -8370.7704 eV
HOMO level   -9.73 eV
SMILES   COC1COC1
Energy relative to the best compared isomer or geometry (same formula, charge and spin)   242.31 kJ/mol
Net charge   0

Last column: natural (NBO) charge in e.
Element x y z (Å)
C -1.79689 0.66466 -0.71082  -0.25
O -0.92420 -0.43787 -0.60018  -0.53
C 0.40006 -0.09446 -0.32141  0.06
C 0.75706 0.41121 1.08996  -0.09
O 1.64257 -0.69627 1.30243  -0.53
C 1.25641 -1.30214 0.05950  -0.07
H -2.34083 0.83924 0.22658  0.17
H -1.26225 1.58537 -0.98176  0.17
H -2.52177 0.44439 -1.49849  0.19
H 0.81352 0.53373 -1.12471  0.17
H -0.08733 0.41396 1.79234  0.18
H 1.28770 1.36963 1.14189  0.18
H 0.65746 -2.20965 0.20431  0.19
H 2.11849 -1.52181 -0.57963  0.18

=====

| no. | F_max (eV/A) |
| --- | --- |
| 1 | 7.52 |
| 2 | 0.38 |